No. 1
# C17H35INOP2RhSi

A molecular structure, C17H35INOP2RhSi in a non-equilibrium geometry (ωB97M-V with the def2-TZVPD basis set, OMol25).

Atoms and positions in Å:
C 0.620 -0.771 -0.574
I 1.225 -0.424 1.982
H 1.614 -0.379 -0.317
H -0.278 -0.408 -0.046
H 0.476 -0.422 -1.606
Rh -4.074 -2.216 0.415
P 0.485 2.266 -0.314
C -0.821 3.052 0.722
C 1.938 2.922 0.607
H 2.035 3.990 0.378
H 0.748 4.441 -1.317
H 2.837 2.392 0.275
H 1.267 3.127 -2.431
H -0.547 2.974 1.783
H 1.807 2.770 1.684
C 0.504 3.448 -1.711
H -0.915 4.106 0.428
H -0.479 3.457 -2.200
H -1.771 2.529 0.557
P 0.577 -2.602 -0.658
C -0.893 -3.284 0.127
C 0.556 -3.150 -2.368
H 2.907 -2.506 -0.013
H 2.344 -4.166 -0.373
H 1.925 -3.399 1.191
C 2.077 -3.216 0.116
H 1.281 -2.581 -2.967
H 0.813 -4.220 -2.399
H -0.626 -3.995 0.926
H -1.473 -3.818 -0.640
H -0.454 -3.013 -2.782
H -1.544 -2.489 0.538
C -3.622 -0.424 0.863
O -3.616 0.755 0.631
C 3.101 -2.454 4.241
Si 1.378 -1.741 4.107
C 0.071 -3.052 3.880
C 1.085 -0.579 5.528
N -3.173 -1.310 1.791
C -3.240 -1.130 3.188
C -3.826 -2.177 3.908
C -4.273 -1.902 5.199
C -3.965 -0.657 5.769
C -3.195 0.306 5.091
C -2.810 0.073 3.772
H 3.265 -2.725 5.295
H 3.880 -1.734 3.947
H 3.212 -3.364 3.633
H 0.180 -3.768 4.707
H -0.941 -2.634 3.918
H 0.183 -3.603 2.939
H 1.836 0.223 5.555
H 0.089 -0.121 5.499
H 1.167 -1.156 6.462
H -4.001 -3.124 3.386
H -4.857 -2.667 5.721
H -4.301 -0.434 6.787
H -2.904 1.232 5.580
H -2.180 0.761 3.195

Forces on atoms 1 to 6 (eV/Å):
-1.06 -0.08 -3.34
0.49 0.22 3.24
-0.66 -0.37 -0.18
0.74 -0.14 -0.14
-0.18 -0.32 -0.36
-2.51 -2.68 -3.14

Computed properties:
Total charge: +2
Orbital gap (spin up / spin down) (eV): 6.27 / 3.59
Multiplicity: 5
Expectation value of S²: 6.02
Highest occupied orbital energy (spin up / spin down) (eV): -11.4 / -13.4

No. 2
# C18H27Br2N3PRhS

A molecular structure, C18H27Br2N3PRhS in a non-equilibrium geometry (ωB97M-V with the def2-TZVPD basis set, OMol25).

Atoms and positions in Å:
Rh 0.897 -1.147 0.515
Br 0.988 -3.405 2.012
C 1.262 -1.962 3.222
C 1.448 -2.129 4.573
C 1.635 -0.971 5.318
C 1.640 0.265 4.686
C 1.446 0.323 3.320
N 1.252 -0.788 2.596
H 1.450 -3.112 5.021
H 1.781 -1.038 6.388
H 1.793 1.177 5.244
H 1.458 1.259 2.778
Br 1.690 -2.169 -1.490
C 4.142 2.393 -3.757
C 3.696 0.963 -3.487
N 3.130 0.783 -2.143
C 1.931 1.157 -1.756
S 1.525 0.950 -0.031
N 1.101 1.749 -2.594
C -0.182 2.394 -2.291
C -0.046 3.906 -2.244
H 4.532 2.464 -4.771
H 4.933 2.686 -3.069
H 3.331 3.117 -3.662
H 4.543 0.283 -3.548
H 2.966 0.607 -4.219
H 3.688 0.316 -1.445
H 1.453 1.914 -3.528
H -0.531 2.001 -1.341
H -0.884 2.083 -3.066
H 0.665 4.209 -1.475
H -1.011 4.358 -2.018
H 0.287 4.305 -3.203
C -1.481 -0.765 -1.639
P -1.281 -0.769 0.167
C -1.768 0.861 0.825
C -2.602 -1.847 0.772
C -2.494 -2.942 1.618
C -3.627 -3.656 1.985
C -4.872 -3.284 1.508
C -4.992 -2.186 0.666
C -3.868 -1.467 0.302
H -2.333 -0.141 -1.915
H -1.668 -1.788 -1.962
H -0.582 -0.405 -2.131
H -2.518 1.302 0.167
H -0.927 1.540 0.917
H -2.218 0.708 1.806
H -1.539 -3.248 2.003
H -3.531 -4.506 2.647
H -5.752 -3.846 1.790
H -5.962 -1.890 0.290
H -3.993 -0.611 -0.350

Forces on atoms 1 to 6 (eV/Å):
1.00 -0.59 0.59
0.21 0.09 -0.10
-0.02 -0.02 0.00
0.05 0.02 -0.05
0.00 0.04 0.02
0.04 -0.03 -0.02

Computed properties:
Total charge: +2
Orbital gap (eV): 7.28
Highest occupied orbital energy (eV): -14.9

No. 3
# Cl2HNOS

Cl2HNOS in the gas phase in a non-equilibrium geometry (ωB97M-V with the def2-TZVPD basis set, OMol25).

Atoms and positions in Å:
N 0.796 -0.166 0.108
O -1.316 1.254 0.486
S -0.682 -0.030 0.792
Cl 1.424 1.223 -0.883
Cl -1.874 -1.598 -0.678
H 1.652 -0.683 0.176

Cartesian forces, eV/Å:
0.88 3.59 -1.94
1.60 -1.64 0.22
-1.92 -0.61 -1.08
-1.02 -1.27 0.79
0.86 1.12 1.06
-0.41 -1.19 0.94

Computed properties:
Orbital gap (eV): 8.80
Highest occupied orbital energy (eV): -10.2

No. 4
# C3H9NP2

A molecular structure, C3H9NP2 in a non-equilibrium geometry (ωB97M-V with the def2-TZVPD basis set, OMol25).

Atoms and positions in Å:
C -2.719 0.184 0.397
C 2.642 0.687 0.534
C -0.117 -1.286 0.155
N 0.180 0.912 -0.777
P -1.302 -0.044 -0.481
P 1.385 -0.127 -0.243
H -3.457 0.782 -0.124
H -2.571 0.464 1.430
H 3.514 0.061 0.691
H 2.316 1.202 1.433
H -0.262 -1.432 1.229
H -0.151 -2.257 -0.339
H 0.262 2.022 -0.749
H -1.603 -0.408 -1.778
H 1.883 -0.760 -1.378

Forces on atoms 1 to 6 (eV/Å):
1.00 0.50 -0.63
-0.81 -0.91 0.24
0.41 0.62 0.18
-0.90 3.12 0.68
0.77 -0.22 0.41
-0.57 0.39 -0.36

Computed properties:
Orbital gap (eV): 8.83
Highest occupied orbital energy (eV): -7.8

Short version: energy = -59278.6068; -186779.6599; -39431.2199; -23321.4963 eV, in the order given.
Short version: energy above the lowest of the compared OMol25 structures with the same formula, charge and spin = 0.0000; 0.0000; 0.8186; 2.5846 eV, in the order given.